Entry 1:
C8H10N2 | the ωB97M-V functional and the def2-TZVPD basis

Calculated values
HOMO energy (alpha / beta) = -7.458 / -6.895 eV
Calculated total energy = -420.11502 a.u.
Energy above the lowest of the compared OMol25 structures with the same formula, charge and spin = 134.7 kcal/mol
Orbital gap (alpha / beta) = 4.82 / 3.73 eV

Element x y z (Å)
1 C -1.131 0.963 -2.978
2 C -3.177 -0.079 -2.167
3 C -1.142 0.222 -0.625
4 C -1.864 0.324 -2.006
5 C 0.147 -0.691 -0.114
6 C -0.703 1.780 -0.407
7 C 1.413 -0.551 -0.878
8 C 0.218 -0.937 1.326
9 N -0.548 1.508 -3.829
10 N -4.199 -0.658 -2.290
11 H -1.872 0.014 0.147
12 H 0.343 1.886 -0.838
13 H -0.760 2.026 0.622
14 H -1.207 2.452 -1.089
15 H 1.770 -1.497 -0.821
16 H 2.063 0.088 -0.087
17 H 1.312 0.083 -1.772
18 H 0.808 -1.810 1.521
19 H -0.766 -1.334 1.768
20 H 0.613 -0.081 1.833

Here are the natural (NBO) charges for atoms 1 to 6, given in e:
1 C 0.252
2 C 0.264
3 C -0.260
4 C -0.409
5 C 0.507
6 C -0.592

Entry 2:
C8H10N2O | the ωB97M-V functional and the def2-TZVPD basis

Calculated values
Structure (SMILES) = CC1=NCC=N1.O=C=C1CC1
HOMO energy = -8.496 eV
Calculated total energy = -495.44067 a.u.
Energy above the lowest of the compared OMol25 structures with the same formula, charge and spin = 108.5 kcal/mol
Orbital gap = 9.17 eV

Element x y z (Å)
1 C -2.423 0.095 0.296
2 C -1.309 -0.853 -0.081
3 N -0.719 -0.800 -1.176
4 C 0.234 -1.932 -1.091
5 C 0.008 -2.515 0.252
6 N -0.931 -1.896 0.826
7 H -3.406 -0.510 0.463
8 H -2.146 0.349 1.379
9 H -2.245 0.831 -0.467
10 H -0.036 -2.438 -2.126
11 H 1.291 -1.598 -1.227
12 H 0.429 -3.368 0.618
13 O 0.179 2.093 -2.444
14 C 0.475 1.775 -1.363
15 C 1.011 1.468 -0.248
16 C 1.132 0.981 1.110
17 C 1.996 2.065 0.670
18 H 1.294 -0.055 1.431
19 H 0.233 1.375 1.644
20 H 1.897 3.102 0.955
21 H 3.036 1.831 0.576

Here are the natural (NBO) charges for atoms 1 to 6, given in e:
1 C -0.677
2 C 0.386
3 N -0.433
4 C -0.365
5 C 0.110
6 N -0.442

Entry 3:
C8H10N2O3 | the ωB97M-V functional and the def2-TZVPD basis

Calculated values
Structure (SMILES) = CC(C)=C1C(=O)NC(=O)[C@H]1C(N)=O
HOMO energy = -9.538 eV
Calculated total energy = -646.08253 a.u.
Energy above the lowest of the compared OMol25 structures with the same formula, charge and spin = 17.6 kcal/mol
Orbital gap = 9.86 eV

Element x y z (Å)
1 C -0.541 -1.977 -0.296
2 C -0.213 -0.483 -0.485
3 C 0.157 0.029 -1.827
4 C -0.087 0.374 0.580
5 C -0.348 -0.092 1.951
6 O -0.997 -0.981 2.335
7 N -0.074 0.926 2.837
8 C 0.238 2.114 2.162
9 O 0.541 3.073 2.838
10 C 0.568 1.765 0.659
11 C 2.075 1.870 0.552
12 N 2.931 2.070 1.539
13 O 2.635 1.864 -0.540
14 H -0.158 -2.456 0.629
15 H -0.202 -2.485 -1.163
16 H -1.572 -2.201 -0.350
17 H 0.462 1.100 -1.727
18 H -0.635 -0.194 -2.545
19 H 1.095 -0.422 -2.264
20 H -0.285 0.847 3.816
21 H 0.140 2.420 -0.049
22 H 3.823 2.387 1.195
23 H 2.620 2.624 2.326

Here are the natural (NBO) charges for atoms 1 to 6, given in e:
1 C -0.658
2 C 0.193
3 C -0.677
4 C -0.186
5 C 0.659
6 O -0.564

Entry 4:
C8H10N2O3S | the ωB97M-V functional and the def2-TZVPD basis

Calculated values
HOMO energy (alpha / beta) = -8.479 / -8.981 eV
Calculated total energy = -1044.10578 a.u.
Energy above the lowest of the compared OMol25 structures with the same formula, charge and spin = 102.4 kcal/mol
Orbital gap (alpha / beta) = 6.37 / 7.87 eV

Element x y z (Å)
1 C 1.817 0.136 -3.071
2 C 2.499 0.255 -1.837
3 C 0.619 -0.471 -3.145
4 C 1.997 -0.460 -0.728
5 C 0.018 -1.012 -1.947
6 C 0.740 -1.103 -0.731
7 C 0.369 1.543 1.575
8 C -2.625 0.950 3.213
9 N 0.238 1.120 2.670
10 N -1.290 -1.359 -1.925
11 O -1.961 -1.447 -2.986
12 O 0.229 2.158 0.595
13 O 0.959 -1.335 1.914
14 S 0.053 -1.711 0.758
15 H 2.130 0.697 -4.075
16 H 3.392 0.691 -1.602
17 H 0.059 -0.556 -4.055
18 H 2.565 -0.439 0.096
19 H -1.995 1.318 4.026
20 H -3.017 -0.091 3.620
21 H -3.422 1.647 3.234
22 H 0.511 0.251 3.141
23 H -2.155 0.677 2.249
24 H -1.729 -1.459 -0.989

Here are the natural (NBO) charges for atoms 1 to 6, given in e:
1 C -0.171
2 C -0.200
3 C -0.228
4 C -0.160
5 C 0.132
6 C -0.343

Entry 5:
C8H10N2OPbS4 | the ωB97M-V functional and the def2-TZVPD basis

Calculated values
HOMO energy = -6.857 eV
Calculated total energy = -2281.22955 a.u.
Energy above the lowest of the compared OMol25 structures with the same formula, charge and spin = 0.0 kcal/mol
Orbital gap = 6.51 eV

Element x y z (Å)
1 Pb -1.114 -0.514 -2.100
2 C 3.731 0.353 -1.722
3 C 2.378 -0.300 -1.369
4 O 1.616 -0.713 -2.302
5 N 2.071 -0.368 -0.067
6 C 1.047 -1.335 0.380
7 C -0.114 -0.677 1.087
8 C -0.026 0.232 2.152
9 C -1.258 0.785 2.580
10 C -2.494 0.304 2.018
11 C -2.400 -0.752 1.107
12 N -1.261 -1.068 0.567
13 H 4.371 -0.540 -1.675
14 H 4.014 1.140 -1.006
15 H 3.786 0.805 -2.680
16 H 2.735 0.075 0.548
17 H 1.536 -2.064 1.044
18 H 0.734 -1.894 -0.524
19 H 0.911 0.673 2.417
20 H -1.372 1.504 3.386
21 H -3.454 0.760 2.266
22 H -3.222 -1.321 0.770
23 S -3.932 -0.749 -2.203
24 S -4.138 1.266 -2.500
25 S -3.044 2.208 -0.936
26 S -1.104 2.190 -1.239

Here are the natural (NBO) charges for atoms 1 to 6, given in e:
1 Pb 1.151
2 C -0.694
3 C 0.698
4 O -0.695
5 N -0.599
6 C -0.263

Entry 6:
C8H10N2OS | the ωB97M-V functional and the def2-TZVPD basis

Calculated values
Structure (SMILES) = CN(CSc1ccccc1)N=O
HOMO energy = -9.110 eV
Calculated total energy = -893.68701 a.u.
Energy above the lowest of the compared OMol25 structures with the same formula, charge and spin = 55.4 kcal/mol
Orbital gap = 9.77 eV

Element x y z (Å)
1 C -3.069 2.054 0.562
2 N -1.638 1.903 1.024
3 C -1.098 0.547 1.249
4 S -1.261 -0.500 -0.216
5 C 0.401 -1.044 -0.489
6 C 0.819 -2.262 0.050
7 C 2.102 -2.754 -0.179
8 C 2.985 -2.018 -0.971
9 C 2.569 -0.836 -1.535
10 C 1.285 -0.365 -1.302
11 N -0.772 2.924 0.738
12 O -1.194 4.040 0.465
13 H -3.706 1.465 1.224
14 H -3.143 1.732 -0.481
15 H -3.426 3.084 0.559
16 H -1.568 0.062 2.123
17 H -0.043 0.645 1.451
18 H 0.151 -2.904 0.601
19 H 2.429 -3.727 0.176
20 H 3.983 -2.385 -1.143
21 H 3.213 -0.210 -2.196
22 H 0.983 0.550 -1.711

Here are the natural (NBO) charges for atoms 1 to 6, given in e:
1 C -0.471
2 N -0.254
3 C -0.363
4 S 0.215
5 C -0.192
6 C -0.212

Entry 7:
C8H10N2RhS | the ωB97M-V functional and the def2-TZVPD basis

Calculated values
Net charge = -1
HOMO energy (alpha / beta) = -1.746 / -3.992 eV
Calculated total energy = -928.89232 a.u.
Expectation value of S² = 6.018
Energy above the lowest of the compared OMol25 structures with the same formula, charge and spin = 40.3 kcal/mol
2S+1 = 5
Orbital gap (alpha / beta) = 5.24 / 6.62 eV

Element x y z (Å)
1 C -0.578 0.855 -1.888
2 C 0.827 0.879 -1.576
3 C 0.985 1.497 -0.272
4 C -0.332 1.860 0.188
5 C -1.268 1.539 -0.837
6 Rh 0.045 -0.517 -0.121
7 N -3.257 0.639 1.253
8 C 0.444 -2.277 -0.517
9 C 1.720 -1.576 -0.288
10 H 1.924 1.654 0.254
11 H 1.632 0.541 -2.217
12 H -0.558 2.343 1.134
13 H -2.317 1.808 -0.833
14 H -1.012 0.457 -2.803
15 H 2.340 -1.331 -1.154
16 H 0.182 -2.993 0.271
17 H -3.231 -0.373 0.989
18 H 2.228 -1.810 0.654
19 H 0.274 -2.609 -1.544
20 S 0.165 0.251 4.476
21 C -0.019 -0.195 2.964
22 N -0.195 -0.641 1.864

Here are the natural (NBO) charges for atoms 1 to 6, given in e:
1 C -0.385
2 C -0.323
3 C -0.341
4 C -0.313
5 C -0.290
6 Rh 0.729

Entry 8:
C8H10N3 | the ωB97M-V functional and the def2-TZVPD basis

Calculated values
Net charge = +1
Structure (SMILES) = [H]/N=C1/C=NC[N@@H+]2CC=CC=C12
HOMO energy = -13.566 eV
Calculated total energy = -474.74197 a.u.
Energy above the lowest of the compared OMol25 structures with the same formula, charge and spin = 53.8 kcal/mol
Orbital gap = 8.94 eV

Element x y z (Å)
1 H -2.115 -2.617 -0.600
2 N -2.526 -1.831 -0.127
3 C -1.856 -0.829 0.159
4 C -2.596 0.474 0.290
5 N -2.121 1.578 0.058
6 C -0.787 1.628 -0.382
7 N 0.104 0.715 0.354
8 C 1.658 0.969 0.094
9 C 2.562 -0.224 0.139
10 C 2.055 -1.441 -0.018
11 C 0.610 -1.632 -0.160
12 C -0.282 -0.703 0.155
13 H -3.594 0.312 0.674
14 H -0.698 1.426 -1.504
15 H -0.406 2.668 -0.279
16 H -0.099 1.024 1.403
17 H 1.938 1.954 0.607
18 H 1.749 1.491 -0.856
19 H 3.591 -0.069 0.101
20 H 2.654 -2.329 0.149
21 H 0.161 -2.566 -0.258

Here are the natural (NBO) charges for atoms 1 to 6, given in e:
1 H 0.371
2 N -0.511
3 C 0.179
4 C 0.128
5 N -0.380
6 C -0.094

Entry 9:
C8H10N4S | the ωB97M-V functional and the def2-TZVPD basis

Calculated values
Net charge = +2
Structure (SMILES) = C[N+]1=C(n2ccnc2)[C@H]1/C=[NH+]\C=S
HOMO energy = -16.769 eV
Calculated total energy = -927.20629 a.u.
Energy above the lowest of the compared OMol25 structures with the same formula, charge and spin = 86.7 kcal/mol
Orbital gap = 6.45 eV

Element x y z (Å)
1 C 0.507 2.132 1.027
2 N 0.044 0.918 0.387
3 C -0.030 0.303 -0.737
4 N 0.236 0.262 -2.003
5 C -0.308 -0.603 -3.060
6 C 0.395 -0.323 -4.177
7 N 1.093 0.797 -3.991
8 C 1.034 1.234 -2.818
9 C -0.914 -0.160 0.422
10 C -0.871 -1.420 1.197
11 N -0.065 -1.992 2.085
12 C 1.198 -1.776 2.635
13 S 2.004 -0.331 2.712
14 H 0.296 3.019 0.292
15 H 0.133 2.278 2.008
16 H 1.588 1.990 1.061
17 H -1.084 -1.219 -2.753
18 H 0.249 -0.900 -5.034
19 H 1.364 2.074 -2.333
20 H -1.897 0.062 0.312
21 H -1.662 -2.202 1.113
22 H -0.244 -2.875 2.500
23 H 1.763 -2.563 3.104

Here are the natural (NBO) charges for atoms 1 to 6, given in e:
1 C -0.431
2 N -0.239
3 C 0.640
4 N -0.404
5 C -0.042
6 C 0.009

Entry 10:
C8H10N6O5S | the ωB97M-V functional and the def2-TZVPD basis

Calculated values
Structure (SMILES) = O=[N+]([O-])c1cc([N+](=O)[O-])c2nnnn2c1.C=S(C)(C)=O
HOMO energy = -8.507 eV
Calculated total energy = -1413.38706 a.u.
Orbital gap = 7.34 eV

Element x y z (Å)
1 O -1.928 1.017 -3.435
2 N -1.736 1.057 -2.199
3 O -1.960 2.098 -1.538
4 C -1.373 -0.132 -1.466
5 C -0.991 -1.335 -2.077
6 C -0.690 -2.464 -1.302
7 N -0.205 -3.670 -1.957
8 O 0.210 -4.633 -1.299
9 O -0.208 -3.674 -3.212
10 C -0.852 -2.361 0.120
11 N -0.715 -3.209 1.161
12 N -0.947 -2.496 2.280
13 N -1.236 -1.234 2.015
14 N -1.190 -1.126 0.647
15 C -1.363 0.044 -0.079
16 H -0.908 -1.387 -3.143
17 H -2.048 0.761 0.420
18 C -0.351 1.789 0.687
19 S 1.313 1.749 0.611
20 C 2.018 3.077 1.613
21 C 1.995 0.267 1.374
22 O 1.848 1.825 -0.752
23 H -0.808 1.564 1.659
24 H -0.777 2.551 -0.010
25 H 1.716 2.992 2.661
26 H 3.105 2.986 1.499
27 H 1.640 4.013 1.184
28 H 1.655 0.162 2.407
29 H 1.694 -0.614 0.785
30 H 3.092 0.382 1.346

Here are the natural (NBO) charges for atoms 1 to 6, given in e:
1 O -0.374
2 N 0.516
3 O -0.430
4 C -0.122
5 C -0.063
6 C -0.077